# 1
C2H2O3S | ωB97M-V/def2-TZVPD

Atoms and positions in Å:
C  -1.0889  0.6440  -0.3701
C  -1.5334  0.3231  0.8291
O  -0.9061  0.8860  -1.4873
O  1.3059  -1.4849  -1.1224
O  3.0063  -0.4155  0.3270
S  2.5801  -0.7871  -1.0415
H  -0.8772  0.0843  1.7767
H  -2.4867  0.7500  1.0883

Output
HOMO energy, eV: -9.3
Spin multiplicity: 1
Energy relative to the best compared isomer or geometry (same formula, charge and spin), kcal/mol: 52.6
HOMO-LUMO gap, eV: 7.723
DFT total energy, eV: -19082.16240

Löwdin charges, unit e, in atom order: number 1, C, carries -0.306; number 2, C, carries -0.015; number 3, O, carries 0.156; number 4, O, carries -0.446; number 5, O, carries -0.456; number 6, S, carries 0.915; number 7, H, carries 0.106; number 8, H, carries 0.045

# 2
C46H122N10O13 | ωB97M-V/def2-TZVPD

Atoms and positions in Å:
C  -1.5790  -1.9917  -5.0518
O  -0.9429  -2.8937  -4.1699
C  0.4623  -2.7988  -4.2903
C  1.1223  -3.4384  -3.0827
N  2.5124  -3.0466  -3.0245
C  3.2397  -3.7765  -1.9913
C  4.6548  -3.3009  -1.8088
O  4.6425  -2.0219  -1.2339
C  5.8219  -1.2562  -1.3405
H  -1.2570  -2.2417  -6.0722
H  -1.2971  -0.9542  -4.8807
H  -2.6591  -2.1302  -5.0515
H  0.8105  -1.7653  -4.4070
H  0.8197  -3.3270  -5.1870
H  1.0607  -4.5257  -3.1630
H  0.5862  -3.1116  -2.1753
H  2.5884  -2.0533  -2.8319
H  3.1713  -4.8556  -2.1285
H  2.7317  -3.5629  -1.0233
H  5.1712  -3.2793  -2.7834
H  5.2477  -4.0179  -1.2223
H  5.5830  -0.2614  -0.9676
H  6.3024  -1.1928  -2.3231
H  6.5833  -1.6951  -0.6739
C  -3.7420  2.3220  -1.9009
O  -4.8344  3.0703  -2.3335
C  -5.0584  4.2072  -1.5318
C  -3.9879  5.2584  -1.7071
N  -3.9413  5.7109  -3.0931
C  -3.0208  6.8045  -3.2949
C  -1.5342  6.4619  -3.0483
O  -1.3264  5.0802  -3.1834
C  -0.0024  4.7068  -2.9195
H  -3.8002  2.0309  -0.8422
H  -2.7996  2.8472  -2.0863
H  -3.7059  1.3912  -2.4710
H  -5.0956  3.9126  -0.4719
H  -6.0321  4.6336  -1.7767
H  -3.0220  4.8275  -1.4125
H  -4.2002  6.0964  -1.0468
H  -3.5738  4.9308  -3.6289
H  -3.2606  7.7073  -2.7368
H  -3.1134  7.1074  -4.3459
H  -1.2644  6.7548  -2.0167
H  -0.8722  7.0434  -3.7044
H  0.7026  5.1244  -3.6466
H  0.0325  3.6162  -2.9377
H  0.2984  5.0165  -1.9056
C  -2.3934  9.3403  -0.0625
O  -3.3430  8.3607  -0.3462
C  -4.3537  8.2156  0.6315
C  -3.8532  7.6514  1.9381
N  -3.3754  6.3036  1.7457
C  -2.7757  5.7031  2.9276
C  -2.2714  4.3256  2.6175
O  -1.2208  4.4290  1.6730
C  -0.7557  3.1632  1.2932
H  -2.0103  9.2928  0.9619
H  -2.8320  10.3514  -0.1551
H  -1.5771  9.2834  -0.7776
H  -5.0778  7.5300  0.1939
H  -4.8650  9.1790  0.7797
H  -4.6803  7.6917  2.6583
H  -3.0809  8.2920  2.4022
H  -2.7505  6.2391  0.9505
H  -3.5801  5.6107  3.6679
H  -1.9739  6.2946  3.4006
H  -3.0648  3.6721  2.2321
H  -1.8769  3.8571  3.5348
H  -0.2510  2.6208  2.1004
H  -0.0994  3.2966  0.4312
H  -1.5785  2.5466  0.9015
C  4.5140  -4.0583  6.0329
C  4.6251  -2.7034  6.6808
C  3.8948  -1.6370  5.8822
O  4.5113  -1.5225  4.6051
C  3.9810  -0.5493  3.7426
N  4.0158  -2.8393  8.0155
H  5.0104  -4.8231  6.6230
H  4.9449  -4.1028  5.0256
H  3.4630  -4.3060  5.8489
H  5.6758  -2.4362  6.8046
H  3.9597  -0.6820  6.4246
H  2.8508  -1.9668  5.7654
H  4.3968  0.4405  4.0024
H  2.8897  -0.4769  3.7985
H  4.3216  -0.7405  2.7244
H  4.1317  -2.0227  8.6003
H  3.0299  -3.0513  7.9206
C  -3.6328  -4.7350  7.0930
C  -3.5325  -3.5614  6.1356
C  -3.5527  -4.0438  4.6916
O  -3.3349  -2.9435  3.8228
C  -4.1246  -2.9494  2.6504
N  -4.6490  -2.6309  6.3974
H  -3.2687  -4.4291  8.0745
H  -2.9793  -5.5515  6.7729
H  -4.6433  -5.1279  7.1995
H  -2.6004  -3.0233  6.3168
H  -4.4786  -4.5813  4.4496
H  -2.7363  -4.7653  4.5079
H  -4.0069  -3.8752  2.0785
H  -3.7396  -2.1454  2.0313
H  -5.1711  -2.7097  2.8647
H  -5.5182  -3.1556  6.3681
H  -4.6969  -1.9546  5.6409
C  -1.9656  -5.1132  -1.0446
C  -2.4892  -5.5400  -2.3996
C  -3.1748  -6.8742  -2.4007
O  -2.2103  -7.8611  -2.1661
C  -2.7340  -9.1593  -2.1750
N  -3.3187  -4.4435  -2.9414
H  -1.4435  -4.1594  -1.1360
H  -1.2690  -5.8502  -0.6412
H  -2.7679  -4.9874  -0.3104
H  -1.6220  -5.6185  -3.0753
H  -3.7319  -7.0274  -3.3418
H  -3.9640  -6.9105  -1.6270
H  -3.6396  -9.2594  -1.5601
H  -1.9926  -9.8315  -1.7387
H  -2.9536  -9.5213  -3.1877
H  -3.7538  -4.7482  -3.8106
H  -2.6423  -3.7393  -3.2464
C  0.7835  1.3668  -4.5947
C  1.6017  1.1818  -5.8663
C  0.7612  1.0020  -7.1201
O  0.0892  -0.2334  -7.0584
C  -0.5312  -0.5527  -8.2786
N  2.5617  2.2702  -6.1003
H  0.0444  2.1689  -4.7234
H  1.4116  1.6215  -3.7422
H  0.1910  0.4774  -4.3706
H  2.1921  0.2589  -5.7883
H  1.4337  1.0439  -7.9890
H  0.0487  1.8436  -7.2098
H  0.2071  -0.6183  -9.0890
H  -1.3322  0.1443  -8.5411
H  -0.9431  -1.5576  -8.1805
H  3.0032  2.5986  -5.2549
H  2.1004  3.0504  -6.5550
C  0.6769  -4.6330  1.3336
C  1.2062  -3.9356  2.5793
C  0.1317  -3.1217  3.3165
O  0.7292  -2.4861  4.4157
C  -0.0736  -1.4194  4.9206
N  1.9228  -4.8583  3.4572
H  0.1339  -3.8859  0.7389
H  0.0498  -5.5201  1.4266
H  1.5306  -4.9383  0.7255
H  1.8986  -3.1730  2.1995
H  -0.7504  -3.7301  3.5661
H  -0.2175  -2.3446  2.6172
H  0.1409  -1.3380  5.9840
H  -1.1424  -1.6253  4.7984
H  0.1431  -0.4996  4.3661
H  2.3845  -4.3327  4.1884
H  1.2565  -5.4800  3.9051
C  1.3553  0.0868  0.7800
C  1.1889  -0.3689  -0.6720
C  0.1932  0.5351  -1.3885
O  -1.0989  0.6366  -0.8531
C  -1.7564  -0.6075  -0.9558
N  2.3909  -0.2723  -1.4908
H  0.3575  0.0836  1.2413
H  1.7086  1.1156  0.8829
H  1.9834  -0.5738  1.3812
H  0.9249  -1.4291  -0.6915
H  0.1288  0.2431  -2.4478
H  0.6489  1.5322  -1.3457
H  -1.6605  -0.9976  -1.9781
H  -2.8053  -0.4191  -0.7575
H  -1.3415  -1.3418  -0.2583
H  2.8362  0.6451  -1.4896
H  3.1123  -0.8516  -1.0515
C  3.1431  3.9001  0.2954
C  4.5752  3.4223  0.0477
C  5.1605  2.7390  1.2539
O  6.4431  2.2625  0.9148
C  7.0545  1.5393  1.9539
N  4.5641  2.4348  -1.0774
H  2.6466  4.0678  -0.6582
H  3.1385  4.8377  0.8564
H  2.6017  3.1701  0.8990
H  5.1526  4.3109  -0.2388
H  4.5264  1.8784  1.5249
H  5.1822  3.4450  2.0974
H  6.4401  0.6731  2.2379
H  7.2247  2.1617  2.8379
H  7.9987  1.1602  1.5704
H  5.5563  2.2015  -1.1277
H  4.3225  2.9249  -1.9333

Output
HOMO energy, eV: -8.4
Spin multiplicity: 1
SMILES: COC[C@H](C)N.COC[C@H](C)N.COC[C@H](C)N.COC[C@H](C)N.COC[C@H](C)N.COC[C@H](C)N.COC[C@H](C)N.COCCNCCOC.COCCNCCOC.COCCNCCOC
Energy relative to the best compared isomer or geometry (same formula, charge and spin), kcal/mol: 0.0
HOMO-LUMO gap, eV: 8.898
DFT total energy, eV: -91192.17952

Löwdin population analysis, charges in e, atoms 1 to 8: number 1, C, carries -0.097; number 2, O, carries -0.217; number 3, C, carries -0.207; number 4, C, carries -0.213; number 5, N, carries -0.054; number 6, C, carries -0.208; number 7, C, carries -0.229; number 8, O, carries -0.232

# 3
C6H15OP | ωB97M-V/def2-TZVPD

Atoms and positions in Å:
C  -0.1859  -0.6328  2.2956
C  1.1660  -1.9711  -0.2477
C  2.0808  0.4196  -0.1653
C  -2.3135  -0.4186  -1.0119
C  -1.2359  2.0480  0.2638
C  0.8478  -0.4392  -0.3506
O  -1.5849  -0.9924  0.0579
P  -0.5003  -0.0307  0.7681
H  -1.0369  -0.4912  3.1096
H  0.7314  -0.0735  2.5027
H  1.1343  -2.3837  0.8063
H  0.4311  -2.5382  -0.8173
H  2.2191  -2.2058  -0.5763
H  3.0102  -0.0062  -0.7182
H  2.2880  0.4284  0.7981
H  1.7971  1.3642  -0.6268
H  -1.6737  0.3715  -1.5577
H  -3.3427  0.0148  -0.6604
H  -2.5420  -1.0914  -1.8416
H  -2.2239  1.9873  0.7814
H  -0.6642  2.7974  0.7459
H  -1.3047  2.0255  -0.8391
H  0.3795  -0.2465  -1.3763

Output
HOMO energy, eV: -7.5
Spin multiplicity: 1
SMILES: C=[P@](C)(OC)C(C)C
Energy relative to the best compared isomer or geometry (same formula, charge and spin), kcal/mol: 76.1
HOMO-LUMO gap, eV: 8.259
DFT total energy, eV: -17798.14228

Löwdin population analysis, charges in e, atoms 1 to 8: number 1, C, carries -0.270; number 2, C, carries -0.107; number 3, C, carries -0.105; number 4, C, carries -0.178; number 5, C, carries -0.092; number 6, C, carries -0.507; number 7, O, carries -0.337; number 8, P, carries 0.765